Formula: C4H10O3
Source: the OMol25 dataset
Level of theory: wB97M-V/def2-TZVPD

Structure (ORCA input):
```
! wB97M-V def2-TZVPD RIJCOSX def2/J DEFGRID3
* xyz 1 2
H 3.46 2.25 4.85
H 2.72 2.67 3.56
C -1.49 -2.03 -1.22
H -3.19 0.83 -0.91
H -0.37 0.15 0.22
H 2.21 0.35 -1.78
H -1.73 -2.91 -1.83
C -1.38 0.55 0.25
O 3.56 2.73 4.02
H 2.95 1.43 -1.00
H -0.02 -1.05 -1.60
H -1.40 1.37 0.96
O 2.29 0.74 -0.91
H -3.51 -1.61 -1.22
O -0.17 -1.99 -1.43
C -2.55 -1.19 -0.95
C -2.44 0.15 -0.52
*
```

Results
Kohn-Sham gap (alpha / beta) = 7.922 / 5.607 eV
relative energy (zero: lowest compared OMol25 entry of this formula, charge and spin) = 39.02 kcal per mole
HOMO (alpha / beta) = -13.467 / -13.467 eV
largest force on an atom = 4.3 eV/A